Entry 1:
{
  "formula": "C45H37As2BiFN3O12Se",
  "method": "wB97M-V/def2-TZVPD",
  "charge": -2,
  "orbital_gap_ev": 6.345,
  "e_tot_ev": -271885.6994,
  "max_force_ha_per_bohr": 0.032,
  "symbols": ["Bi", "O", "C", "O", "C", "C", "N", "N", "C", "C", "O", "O", "H", "H", "H", "C", "C", "As", "C", "C", "C", "C", "C", "C", "C", "C", "C", "C", "C", "C", "As", "C", "C", "C", "C", "C", "C", "C", "C", "C", "C", "C", "C", "H", "H", "H", "H", "H", "H", "H", "H", "H", "H", "H", "H", "H", "H", "H", "H", "H", "H", "H", "H", "H", "H", "H", "H", "F", "C", "C", "C", "C", "C", "C", "C", "H", "H", "H", "H", "H", "H", "O", "C", "O", "C", "C", "C", "C", "C", "C", "N", "O", "O", "H", "H", "H", "H", "O", "Se", "O", "O", "O"],
  "xyz": [[0.187400, 1.684539, -0.011232], [-2.453835, 3.936554, 5.354580], [-2.698966, 2.648329, 5.440114], [-3.185013, 2.147978, 6.435782], [-2.411060, 1.813341, 4.244196], [-2.805377, 0.501170, 4.158802], [-2.442097, 0.065821, 2.940606], [-1.813431, 0.997871, 2.226175], [-1.772516, 2.066505, 2.994454], [-1.042353, 3.291095, 2.540824], [-1.265830, 4.358634, 3.135913], [-0.200931, 3.193240, 1.595804], [-2.000129, 4.164238, 4.470580], [-3.302958, -0.120386, 4.883066], [-2.567009, -0.850330, 2.548380], [-0.820988, -1.777222, 0.265232], [-2.081311, -1.206883, -0.384571], [-2.323092, -1.485233, -2.320406], [-3.818243, -0.275797, -2.648358], [-4.457908, 0.481460, -1.676181], [-5.511375, 1.319312, -2.018438], [-5.933821, 1.405860, -3.335220], [-5.307509, 0.643611, -4.311779], [-4.261637, -0.194635, -3.964950], [-3.635137, -3.023541, -2.199475], [-3.633955, -3.935080, -3.255158], [-4.616108, -4.909149, -3.381235], [-5.617879, -5.008692, -2.426758], [-5.635780, -4.111917, -1.365071], [-4.663676, -3.127378, -1.265718], [1.092070, -1.683084, -0.319312], [1.622603, -0.851568, -2.017239], [1.194459, -1.213380, -3.291142], [1.825472, -0.700650, -4.409747], [2.896554, 0.175626, -4.275549], [3.361735, 0.501524, -3.013700], [2.732804, -0.023868, -1.891205], [1.115313, -3.498443, -1.168821], [2.368626, -4.098669, -1.293778], [2.517450, -5.353168, -1.865559], [1.398203, -6.048098, -2.308337], [0.146390, -5.460870, -2.203386], [0.009516, -4.193106, -1.649713], [-0.958897, -2.847990, 0.431157], [-0.711995, -1.319509, 1.252783], [-2.120120, -0.128848, -0.240566], [-2.948644, -1.633565, 0.126128], [-4.129335, 0.456298, -0.644090], [-5.984842, 1.922200, -1.253249], [-6.734136, 2.085277, -3.603462], [-5.622068, 0.723028, -5.345477], [-3.754793, -0.773931, -4.730059], [-2.844322, -3.852453, -3.996676], [-4.609802, -5.578202, -4.234342], [-6.390681, -5.762757, -2.514793], [-6.428011, -4.165890, -0.627017], [-4.729790, -2.407384, -0.456488], [0.364544, -1.895480, -3.413163], [1.478327, -0.986557, -5.395445], [3.380780, 0.587463, -5.152297], [4.209679, 1.166351, -2.900915], [3.105503, 0.206064, -0.897667], [3.238583, -3.558798, -0.933139], [3.503305, -5.794230, -1.957008], [1.502101, -7.039252, -2.733844], [-0.734000, -5.990769, -2.549973], [-0.976613, -3.747087, -1.609368], [4.125905, 5.915082, 3.729045], [3.562863, 5.218016, 2.702667], [4.165298, 4.053861, 2.279746], [3.607000, 3.369651, 1.208272], [2.462845, 3.836682, 0.559049], [1.891131, 3.104494, -0.601623], [1.875375, 5.012212, 1.036061], [2.419579, 5.706460, 2.104123], [5.051309, 3.691314, 2.786896], [4.074187, 2.454721, 0.861097], [2.644862, 2.496287, -1.091546], [1.416220, 3.760847, -1.326879], [0.974206, 5.375666, 0.560962], [1.959421, 6.609965, 2.482659], [1.015682, 0.884595, 3.688528], [1.876543, 0.661485, 2.839996], [1.730719, 0.542435, 1.578119], [3.317724, 0.467506, 3.313397], [4.273365, -0.059821, 2.449792], [5.578976, -0.232831, 2.870170], [5.918376, 0.119817, 4.170351], [4.977718, 0.651338, 5.043693], [3.677127, 0.824502, 4.607874], [7.287076, -0.074888, 4.628502], [8.122765, -0.447818, 3.821418], [7.542035, 0.136640, 5.802987], [3.961750, -0.328329, 1.448964], [6.340008, -0.633358, 2.216216], [5.287742, 0.925602, 6.041488], [2.915598, 1.241991, 5.252950], [0.202060, 3.255779, -3.284060], [-1.093321, 2.585284, -2.601441], [-0.779483, 0.975473, -2.333967], [-1.242359, 3.107192, -1.000246], [-2.433777, 2.882647, -3.428768]],
  "forces_ev_per_angstrom": [[-0.1, 0.3, 0.4], [0.1, 0.1, 0.0], [-0.1, -0.1, 0.1], [0.0, 0.0, 0.0], [0.1, 0.1, -0.1], [0.0, 0.0, 0.0], [-0.1, 0.0, 0.1], [0.1, 0.0, -0.2], [-0.1, -0.1, 0.2], [0.2, 0.2, -0.1], [0.0, -0.1, 0.1], [-0.3, -0.2, 0.0], [-0.1, 0.0, 0.0], [0.0, 0.0, 0.0], [0.0, 0.0, 0.0], [-0.2, 0.3, -0.1], [0.1, 0.2, -0.1], [-0.5, -0.4, 0.2], [0.0, 0.2, 0.0], [0.0, 0.1, 0.0], [0.0, 0.0, 0.0], [0.0, 0.0, 0.0], [0.0, 0.0, 0.0], [0.1, 0.0, 0.0], [0.1, 0.0, -0.2], [0.2, 0.2, 0.1], [0.0, -0.1, 0.0], [0.0, 0.1, 0.0], [0.0, 0.0, 0.0], [0.1, 0.1, 0.1], [0.2, -1.6, -0.2], [0.0, 0.1, 0.0], [-0.1, 0.1, 0.0], [0.0, 0.0, 0.0], [0.1, 0.0, 0.1], [0.0, 0.0, -0.1], [-0.1, 0.0, 0.1], [0.1, 0.2, 0.1], [0.0, 0.1, 0.0], [0.0, 0.0, 0.0], [0.0, 0.0, 0.0], [0.0, 0.0, 0.0], [0.0, 0.0, 0.1], [0.2, 0.0, 0.0], [0.0, 0.0, 0.0], [0.0, 0.0, 0.0], [0.0, 0.1, 0.0], [0.0, 0.0, 0.0], [0.0, 0.0, 0.0], [0.0, 0.0, 0.0], [0.0, 0.0, 0.0], [0.0, 0.0, 0.0], [-0.1, -0.1, -0.1], [0.0, 0.0, 0.0], [0.0, 0.0, 0.0], [0.0, 0.0, 0.0], [0.0, 0.0, 0.0], [0.0, 0.0, 0.0], [0.0, 0.0, 0.0], [0.0, 0.0, 0.0], [0.0, 0.0, 0.0], [0.0, 0.1, 0.0], [0.0, -0.1, 0.0], [0.0, 0.0, 0.0], [0.0, 0.0, 0.0], [0.0, 0.0, 0.0], [0.0, -0.1, 0.1], [0.0, 0.0, 0.1], [0.0, -0.1, -0.1], [0.1, 0.0, 0.1], [-0.1, 0.1, 0.0], [0.1, 0.0, 0.0], [-0.1, 0.0, 0.3], [0.1, 0.0, 0.0], [0.0, 0.1, 0.0], [0.0, 0.0, 0.0], [0.0, 0.0, 0.0], [0.0, 0.0, -0.1], [0.0, -0.1, -0.1], [0.0, 0.0, 0.0], [0.0, 0.0, 0.0], [0.1, 0.0, 0.0], [0.0, 0.0, -0.1], [0.1, 0.4, 0.2], [-0.1, 0.0, 0.0], [0.0, 0.0, 0.1], [0.2, -0.1, 0.0], [-0.5, 0.1, -0.2], [0.2, 0.0, 0.1], [0.0, 0.0, -0.1], [0.4, -0.1, 0.1], [-0.1, 0.0, 0.0], [-0.1, 0.0, -0.1], [0.0, 0.0, 0.0], [0.0, 0.0, 0.0], [0.0, 0.0, 0.0], [0.0, 0.0, 0.0], [0.4, 0.3, 0.0], [-0.2, 0.1, -1.0], [0.0, -0.2, 0.2], [0.2, 0.0, 0.2], [-0.6, -0.1, 0.0]],
  "lowdin_charge": [1.8473, 0.1077, -0.5177, 0.0555, -0.0531, -0.0123, 0.0183, 0.0828, -0.1477, -0.5159, 0.0514, -0.1688, 0.0562, 0.1299, 0.1392, -0.4533, -0.4633, 1.3342, -0.3959, -0.0994, -0.0838, -0.1011, -0.0951, -0.1245, -0.3633, -0.1429, -0.1086, -0.1143, -0.0996, -0.1122, 1.3205, -0.4242, -0.1280, -0.0774, -0.0858, -0.0886, -0.1679, -0.3814, -0.1314, -0.1057, -0.1154, -0.0956, -0.1254, 0.0504, 0.0180, 0.0027, 0.0428, 0.0941, 0.0998, 0.0927, 0.0942, 0.0945, 0.0882, 0.0924, 0.0903, 0.0948, 0.0881, 0.0563, 0.0988, 0.0962, 0.1017, 0.0712, 0.0915, 0.0927, 0.0897, 0.0953, 0.0463, 0.0177, -0.2922, -0.0227, -0.0485, -0.3161, -0.2429, -0.0418, -0.0102, 0.1097, 0.1043, 0.0315, 0.0401, 0.1226, 0.1135, 0.0359, -0.6174, -0.2925, -0.1071, -0.0124, 0.0041, -0.1654, 0.0019, 0.0009, -0.3596, 0.0503, 0.0498, 0.1012, 0.1126, 0.1122, 0.1205, -0.4856, 0.6803, -0.6394, -0.6137, -0.4669]
}

=====

Entry 2:
{
  "formula": "C45H37CaN2O2P3Te",
  "method": "wB97M-V/def2-TZVPD",
  "charge": 0,
  "orbital_gap_ev": 7.003,
  "e_tot_ev": -107939.4562,
  "max_force_ha_per_bohr": 0.043,
  "symbols": ["Ca", "Te", "C", "C", "C", "N", "C", "C", "C", "P", "C", "C", "C", "C", "C", "C", "C", "C", "C", "C", "C", "C", "P", "C", "C", "C", "C", "C", "C", "C", "C", "C", "C", "C", "C", "H", "H", "H", "H", "H", "H", "H", "H", "H", "H", "H", "H", "H", "H", "H", "H", "H", "H", "H", "H", "H", "H", "H", "H", "O", "C", "O", "C", "P", "C", "C", "C", "C", "C", "C", "C", "C", "C", "C", "C", "C", "H", "H", "H", "H", "H", "H", "H", "H", "H", "H", "H", "H", "N", "C", "H"],
  "xyz": [[-1.217026, 1.271426, -0.615428], [2.412776, -0.237529, 2.911907], [4.474714, -0.233155, 2.421429], [5.001990, 0.695425, 1.534645], [6.349809, 0.623269, 1.215153], [7.191310, -0.291094, 1.711190], [6.673083, -1.169242, 2.572087], [5.338318, -1.180506, 2.955745], [1.739928, 0.614526, 1.118484], [0.907691, -0.490877, -0.017908], [2.297958, -1.529119, -0.615477], [2.779943, -2.626519, 0.093812], [4.003677, -3.196430, -0.240409], [4.757634, -2.678657, -1.285236], [4.265695, -1.610472, -2.025953], [3.041581, -1.046414, -1.695151], [-0.190091, -1.695037, 0.841025], [-0.534676, -2.901966, 0.226791], [-1.489440, -3.740184, 0.788906], [-2.119599, -3.382202, 1.975522], [-1.792227, -2.182603, 2.590350], [-0.839082, -1.343183, 2.022891], [0.701535, 2.110859, 1.224450], [1.530564, 3.226618, 2.417197], [1.093674, 3.216423, 3.741461], [1.718939, 3.998626, 4.701904], [2.788112, 4.809944, 4.345698], [3.223907, 4.837121, 3.028313], [2.596795, 4.051726, 2.067752], [1.137223, 2.961235, -0.378765], [2.199326, 2.568016, -1.192147], [2.439716, 3.213378, -2.399503], [1.621312, 4.260426, -2.811328], [0.562133, 4.663823, -2.011185], [0.316834, 4.012867, -0.805326], [4.363363, 1.447720, 1.086988], [6.781947, 1.338793, 0.520689], [7.359706, -1.912410, 2.969224], [4.982609, -1.934789, 3.650639], [2.204450, -3.034382, 0.914164], [4.376152, -4.039574, 0.330334], [5.726267, -3.103822, -1.520648], [4.841498, -1.214603, -2.855275], [2.653332, -0.216210, -2.275324], [-0.036228, -3.193120, -0.691828], [-1.742040, -4.675933, 0.302939], [-2.869078, -4.032911, 2.412017], [-2.280220, -1.899640, 3.515894], [-0.599044, -0.400668, 2.502907], [0.255399, 2.589588, 4.021224], [1.372551, 3.974839, 5.727741], [3.279357, 5.421780, 5.092956], [4.056442, 5.470166, 2.745242], [2.947392, 4.080892, 1.043002], [2.839874, 1.763318, -0.849088], [3.272408, 2.900746, -3.019702], [1.810840, 4.760419, -3.754464], [-0.068683, 5.489564, -2.319518], [-0.501845, 4.336794, -0.168409], [-2.962002, 2.043819, -1.801394], [-3.448117, 1.920665, -0.638032], [-2.805829, 2.289260, 0.392726], [-4.589574, 0.947351, -0.454924], [-3.568314, -0.627166, -0.569928], [-3.553036, -1.016337, -2.353923], [-4.570886, -0.709602, -3.253747], [-4.435119, -1.018755, -4.597843], [-3.282283, -1.648305, -5.060648], [-2.266971, -1.969092, -4.172739], [-2.402750, -1.647445, -2.826372], [-4.712273, -1.870221, 0.127700], [-5.135775, -1.709447, 1.448834], [-5.945692, -2.660455, 2.049884], [-6.327584, -3.795592, 1.342638], [-5.900154, -3.968447, 0.035176], [-5.092739, -3.011257, -0.571253], [-5.359058, 1.006817, -1.217641], [-5.007555, 1.026927, 0.542798], [-5.478533, -0.225563, -2.913629], [-5.232353, -0.770485, -5.288986], [-3.179376, -1.884508, -6.112898], [-1.365680, -2.457278, -4.524289], [-1.604851, -1.887085, -2.132726], [-4.817840, -0.841812, 2.016712], [-6.272678, -2.522193, 3.072724], [-6.952775, -4.544371, 1.813627], [-6.196283, -4.850862, -0.519292], [-4.757244, -3.156600, -1.591268], [-0.912902, 2.035563, -4.073043], [-0.584215, 1.397160, -3.165296], [-1.290045, 2.608240, -4.797548]],
  "forces_ev_per_angstrom": [[2.1, -0.5, -0.5], [0.2, 0.1, -0.3], [-0.1, 0.1, 0.0], [0.1, -0.1, 0.0], [0.1, -0.1, 0.1], [-0.2, 0.0, 0.0], [0.0, 0.1, -0.1], [0.0, 0.0, 0.0], [-0.9, -0.1, 0.4], [1.0, -0.3, 0.4], [-0.1, 0.1, -0.1], [0.0, 0.0, -0.1], [0.0, 0.0, 0.0], [0.0, 0.0, 0.0], [0.0, 0.0, 0.0], [-0.1, -0.1, 0.0], [0.0, 0.0, 0.0], [-0.1, 0.0, 0.1], [0.0, 0.1, 0.0], [0.0, 0.0, 0.0], [0.0, 0.0, -0.1], [0.0, -0.1, 0.0], [1.2, 0.0, 0.0], [-0.2, 0.0, 0.1], [0.0, 0.0, 0.0], [0.0, 0.0, 0.0], [0.0, 0.0, 0.0], [0.0, 0.0, 0.0], [0.1, 0.0, 0.0], [-0.2, 0.1, 0.0], [0.0, 0.1, -0.1], [0.0, 0.0, 0.1], [0.0, -0.1, 0.0], [0.0, 0.0, 0.1], [0.1, -0.1, 0.0], [0.0, 0.0, 0.0], [0.0, 0.0, 0.0], [0.0, 0.0, 0.0], [0.0, 0.0, -0.1], [0.0, 0.0, 0.1], [0.0, 0.0, 0.0], [-0.1, 0.0, 0.0], [0.0, 0.0, 0.0], [0.0, 0.0, 0.0], [0.0, 0.0, 0.0], [0.0, 0.0, 0.0], [0.0, 0.0, 0.0], [0.0, 0.0, 0.0], [0.0, 0.0, 0.0], [0.0, 0.0, 0.0], [0.0, 0.0, 0.0], [0.0, 0.0, 0.0], [0.0, 0.0, 0.0], [0.0, 0.0, 0.0], [0.0, 0.0, 0.0], [0.0, 0.0, 0.0], [0.0, 0.0, 0.0], [0.0, 0.0, 0.0], [-0.1, 0.0, 0.0], [-0.6, 0.2, 0.2], [-0.9, 0.5, 0.1], [-1.3, 0.3, 0.0], [0.3, -0.1, -0.1], [-0.6, -0.1, -0.1], [0.1, 0.0, 0.0], [-0.1, 0.0, 0.0], [0.0, 0.0, 0.0], [0.0, 0.0, 0.0], [0.0, 0.0, 0.0], [0.0, 0.0, -0.1], [0.1, 0.0, 0.1], [0.0, 0.0, 0.0], [0.0, 0.0, -0.1], [0.0, 0.0, 0.0], [0.0, 0.0, 0.0], [0.0, 0.0, 0.0], [0.0, 0.1, 0.0], [0.0, 0.0, 0.1], [0.0, 0.0, 0.0], [0.0, 0.0, 0.0], [0.0, 0.0, 0.0], [0.0, 0.0, 0.0], [0.0, 0.0, 0.0], [0.0, 0.0, 0.0], [0.0, 0.0, 0.0], [0.0, 0.0, 0.0], [0.0, 0.0, 0.0], [0.0, 0.0, 0.0], [0.2, -0.2, 0.1], [-0.2, 0.3, -0.3], [0.0, 0.0, 0.0]],
  "lowdin_charge": [1.0252, 1.2408, -0.5474, -0.1253, -0.1571, 0.0443, -0.1679, -0.1479, -1.0044, 0.7995, -0.3690, -0.1114, -0.0785, -0.0868, -0.0864, -0.1109, -0.4258, -0.1296, -0.0814, -0.0977, -0.0864, -0.1493, 0.8318, -0.3908, -0.1324, -0.0860, -0.0885, -0.0796, -0.0822, -0.4481, -0.1152, -0.0786, -0.1005, -0.0891, -0.1236, 0.0722, 0.0991, 0.0986, 0.0887, 0.0926, 0.1044, 0.1020, 0.1006, 0.0872, 0.1031, 0.1054, 0.1041, 0.1068, 0.0662, 0.0965, 0.1022, 0.1012, 0.1023, 0.1000, 0.0755, 0.1053, 0.1009, 0.1048, 0.1106, -0.1600, -0.8303, -0.1782, -0.1975, 1.0949, -0.3879, -0.0805, -0.0746, -0.0823, -0.0767, -0.1114, -0.3592, -0.1145, -0.0837, -0.0877, -0.0790, -0.0825, 0.0812, 0.0861, 0.1036, 0.1045, 0.1029, 0.1075, 0.0793, 0.1054, 0.1047, 0.1028, 0.1040, 0.1009, 0.1500, -0.0359, 0.1002]
}